No. 1
{"formula": "C4H3BrO", "method": "the ωB97M-V functional and the def2-TZVPD basis", "symbols": ["C", "C", "C", "C", "O", "Br", "H", "H", "H"], "xyz": [[-1.31296, -1.16465, -0.26042], [-2.24469, -0.64272, 0.28416], [1.66645, 0.42233, -0.18612], [1.07899, 0.99736, 1.01935], [1.56174, 1.82406, 0.15161], [-3.65762, 0.15779, 1.08723], [-0.85212, -1.82293, -0.91703], [2.70472, 0.26417, -0.26781], [1.05549, -0.03541, -0.91098]], "homo_ev": -9.774, "total_energy_ha": -2803.2367, "e_lumo_ev": 0.67, "de_lowest_kcal_mol": 114.1}



No. 2
{"formula": "CH4ClN2P", "method": "the ωB97M-V functional and the def2-TZVPD basis", "symbols": ["C", "N", "N", "P", "Cl", "H", "H", "H", "H"], "xyz": [[1.24984, -0.03337, -1.11403], [0.04392, -0.25476, -0.46194], [-0.99671, -0.69888, -0.70432], [-2.49596, 0.46423, 1.46960], [-0.54237, 1.03213, 1.97187], [1.94755, -0.76516, -0.55140], [1.60687, 0.89144, -0.86286], [1.40148, -0.17546, -2.24288], [-2.21462, -0.46017, 2.49597]], "homo_ev": [-7.691, -8.016], "total_energy_ha": -951.4373, "e_lumo_ev": [-0.68, 0.31], "de_lowest_kcal_mol": 37.2}



No. 3
{"formula": "C33H32FeN8O2S", "method": "the ωB97M-V functional and the def2-TZVPD basis", "symbols": ["Fe", "N", "C", "C", "N", "C", "C", "N", "C", "C", "N", "H", "H", "H", "H", "H", "H", "C", "C", "C", "C", "C", "C", "C", "C", "S", "C", "N", "C", "C", "C", "C", "C", "C", "C", "C", "H", "H", "H", "H", "H", "H", "H", "H", "H", "H", "H", "H", "H", "H", "H", "H", "O", "C", "O", "C", "C", "C", "C", "C", "C", "C", "C", "C", "N", "H", "H", "H", "H", "H", "H", "N", "N", "H", "H", "H", "H"], "xyz": [[-0.90798, -0.56851, 0.43015], [2.49856, -2.56037, 1.66761], [2.28187, -1.99041, 2.99496], [0.79688, -1.55595, 2.88729], [0.37009, -1.83672, 1.53498], [1.42250, -2.21682, 0.89881], [1.44120, -1.95351, -0.52772], [0.80199, -0.87005, -0.90806], [1.00274, -0.76906, -2.25625], [1.78172, -1.80756, -2.68075], [2.06612, -2.55183, -1.56376], [3.41849, -2.53349, 1.26398], [2.49086, -2.71789, 3.77532], [0.11317, -1.94891, 3.63706], [0.57162, 0.02662, -2.83987], [2.13379, -2.08452, -3.65826], [2.53171, -3.44391, -1.55137], [4.86726, -0.58371, 1.36646], [4.60115, -0.57302, 2.88497], [5.34913, -1.74609, 3.52361], [5.16043, 0.75121, 3.42702], [3.08151, -0.61632, 3.23245], [2.87024, -0.36445, 4.70804], [1.74823, 0.18063, 5.22833], [0.68026, 0.44909, 4.33063], [-0.85632, 0.98670, 4.64572], [-1.29198, 0.78412, 2.89959], [-0.28022, 0.50985, 2.14720], [0.84036, 0.06973, 2.90324], [2.22237, 0.34099, 2.46600], [-2.62901, 0.58461, 2.45429], [-3.78208, 1.04494, 3.11620], [-5.00162, 0.60907, 2.66950], [-5.05085, -0.29506, 1.59449], [-3.90747, -0.74056, 0.96231], [-2.62542, -0.31301, 1.35729], [5.83524, -0.11866, 1.17539], [4.12094, -0.02781, 0.79701], [4.94866, -1.59113, 0.95311], [6.40406, -1.69612, 3.25125], [4.96949, -2.71136, 3.17946], [5.30358, -1.73765, 4.61390], [6.22617, 0.81957, 3.20754], [5.04461, 0.84620, 4.50822], [4.66276, 1.60568, 2.96239], [3.64602, -0.69189, 5.39046], [1.63585, 0.34225, 6.29141], [2.50835, 1.09236, 1.73799], [-3.71483, 1.73664, 3.95045], [-5.91490, 0.94425, 3.14159], [-6.01685, -0.65571, 1.26099], [-4.00800, -1.45192, 0.15126], [-2.85539, -2.21978, -2.59595], [-2.28937, -1.54659, -1.75313], [-1.62146, -1.94340, -0.73637], [-2.32097, -0.02448, -1.89052], [-2.99706, 0.57697, -2.96826], [-2.98660, 1.93372, -3.07381], [-2.28154, 2.69950, -2.11414], [-2.20519, 4.11116, -2.17728], [-1.49628, 4.81331, -1.24580], [-0.82739, 4.12996, -0.20735], [-0.88854, 2.76750, -0.11614], [-1.62359, 2.02136, -1.06488], [-1.67288, 0.65703, -0.96931], [-3.50237, -0.07451, -3.66648], [-3.50218, 2.43968, -3.88119], [-2.71905, 4.62189, -2.98240], [-1.44257, 5.89230, -1.29962], [-0.26470, 4.69554, 0.52557], [-0.38324, 2.22977, 0.67382], [3.25193, 3.80806, 0.79299], [2.73398, 2.69093, 0.06694], [3.51061, 4.57349, 0.17875], [4.09093, 3.51316, 1.27392], [3.23223, 2.54212, -0.80591], [1.76954, 2.89920, -0.16408]], "homo_ev": [-10.016, -10.014], "total_energy_ha": -3526.8582, "e_lumo_ev": [-5.00, -4.97], "total_charge": 1, "spin_multiplicity": 2}



- Which formula does entry 2 have?
  CH4ClN2P